[1]
The following is a DFT calculation (the ωB97M-V functional and the def2-TZVPD basis) of a cluster of 2 separate species, C2H7N2O2 in total in a non-equilibrium geometry.

XYZ file:
```
13
Properties=species:S:1:pos:R:3:forces:R:3
C -1.84797 1.69607 -1.58546 -0.1 -0.2 0.1
O -0.57705 1.30934 -1.24360 1.1 0.0 0.0
H -2.61386 1.25636 -0.92619 -0.1 0.0 0.0
H -1.94099 2.79048 -1.52624 -0.1 0.0 0.1
H -2.12988 1.44240 -2.62318 0.0 -0.1 -0.1
N -0.13890 -0.96430 -0.25076 0.2 -0.1 0.2
C 0.71116 -0.96741 0.77929 -0.2 1.1 -0.1
N 1.06816 0.34222 1.18660 -0.1 -0.2 0.3
O 1.17766 -1.90727 1.43112 0.2 -0.7 0.1
H -0.42508 -1.90623 -0.47870 0.0 0.0 0.0
H -0.37983 0.26029 -0.86457 -0.9 0.2 -0.3
H 1.93245 0.40816 1.68795 0.1 -0.1 0.1
H 0.84483 1.11270 0.58478 -0.1 0.1 -0.3
```
Forces are in eV/Å.

Electronic energy (Ha): -340.4505
HOMO energy (eV): -4.10
Energy relative to the best compared isomer or geometry (same formula, charge and spin) (kJ/mol): 54.61
Total charge: -1

These are the Löwdin partial charges, in e, on atoms 1 to 8:
1. C -0.29
2. O -0.27
3. H 0.06
4. H 0.05
5. H 0.05
6. N 0.03
7. C -0.77
8. N 0.09

***

[2]
The following is a DFT calculation (the ωB97M-V functional and the def2-TZVPD basis) of a cluster of 2 separate species, C2H4ClOP in total in a non-equilibrium geometry.

XYZ file:
```
9
Properties=species:S:1:pos:R:3:forces:R:3
C -0.99491 1.10584 0.28656 1.7 -3.1 -1.8
C -0.22213 -0.61057 -0.61994 -1.4 3.2 1.1
O -1.02372 2.12794 -0.28047 -0.1 0.1 0.1
P 1.34741 -1.19883 0.03176 -0.5 -1.0 0.0
Cl 2.39862 0.50974 0.05323 0.7 1.0 0.1
H -1.30253 0.84541 1.29979 -0.2 0.2 0.4
H -1.03194 -1.32118 -0.51666 -0.1 -0.3 0.0
H -0.13167 -0.25170 -1.64148 0.0 -0.1 -0.1
H 0.96087 -1.20664 1.38721 0.0 0.0 0.2
```
Forces are in eV/Å.

Electronic energy (Ha): -955.3255
HOMO energy (eV): -8.58
Energy relative to the best compared isomer or geometry (same formula, charge and spin) (kJ/mol): 211.49

These are the Löwdin partial charges, in e, on atoms 1 to 8:
1. C -0.15
2. C -0.44
3. O 0.06
4. P 0.38
5. Cl 0.14
6. H 0.09
7. H 0.02
8. H 0.02

***

[3]
The following is a DFT calculation (the ωB97M-V functional and the def2-TZVPD basis) of the ion C19H38FN3O5P with charge +1 in a non-equilibrium geometry.

XYZ file:
```
67
Properties=species:S:1:pos:R:3:forces:R:3
C -3.55642 -3.10491 -1.08483 0.2 1.3 0.7
O -2.58418 -3.29432 -2.18955 -0.5 1.7 0.8
C -2.00566 -2.01415 -2.62863 0.7 0.3 -1.1
C -1.02730 -2.17668 -3.97095 0.1 0.7 0.5
C -0.52598 -0.62268 -4.32672 -0.4 -0.4 0.3
C 1.08273 -0.42499 -4.04764 0.2 0.7 -0.3
C 1.37236 0.66937 -2.86174 0.6 -0.1 0.7
C 2.11557 -0.08890 -1.57103 -0.3 0.8 -0.8
C 2.03836 0.98594 -0.32268 -0.9 0.7 -1.0
N 2.56545 0.45966 0.99405 -0.8 1.0 2.3
C 2.37941 -1.00939 1.30221 0.5 -0.4 1.6
C 0.88978 -1.11872 1.97628 -0.5 1.5 -2.3
C -0.45367 -0.85244 1.07597 -0.4 -0.1 -0.3
O -1.05998 0.47047 1.44245 -0.4 -0.9 -1.8
C -2.09027 0.85922 0.46425 -0.4 -0.1 -0.7
O -3.08747 1.79759 1.07472 1.9 -0.6 -2.1
C -3.29199 2.97384 0.20545 0.0 1.8 -0.1
C -2.03959 4.07329 0.34688 -0.2 -0.7 -0.6
O -2.22809 5.00816 1.48020 -0.6 -2.5 0.0
P 0.93958 -2.82052 2.84046 -0.4 -1.0 1.0
C 0.93166 -4.10457 1.37699 -1.1 -0.2 -1.0
C -0.75283 -3.18804 3.73264 -0.8 -0.8 -0.8
N 0.93915 0.15788 2.82985 4.8 0.4 1.4
C 2.01893 1.10770 2.27009 -0.9 -2.1 -2.0
N 2.42348 2.30484 2.80770 -0.9 -3.1 -1.5
C 3.53323 3.09327 2.14725 -0.1 2.3 0.1
C 3.04411 4.68906 2.15685 3.8 5.7 0.4
O 3.89576 5.70703 2.30366 -6.6 -7.6 -1.1
F 1.59506 4.92643 1.94610 4.3 -1.0 0.7
H -3.62242 -4.03140 -0.35159 0.2 1.7 -2.0
H -4.62834 -2.77626 -1.47609 2.3 -0.9 0.7
H -3.14054 -2.20436 -0.43531 -1.0 -1.7 -1.1
H -1.32896 -1.53963 -1.79416 -1.2 -0.9 -1.2
H -2.80400 -1.19173 -2.91648 1.2 -1.8 0.7
H -1.58457 -2.63467 -4.89254 1.0 0.8 2.0
H -0.05266 -2.81099 -3.73236 -2.3 1.2 -0.4
H -0.85497 -0.34782 -5.43820 1.0 -0.6 2.5
H -1.11142 0.12607 -3.60471 1.2 -1.6 -1.6
H 1.63802 -1.42848 -3.72439 -1.4 2.0 -0.9
H 1.58983 -0.03320 -5.04411 -1.0 -0.9 2.1
H 0.40949 1.17908 -2.41363 1.7 -1.1 -1.2
H 2.08211 1.53159 -3.26421 -1.5 -1.8 1.0
H 1.57688 -1.10852 -1.36867 0.9 2.0 -0.2
H 3.20451 -0.33809 -1.92802 -1.9 0.6 1.1
H 0.91650 1.33774 -0.11359 2.3 -0.8 -0.9
H 2.64811 1.93483 -0.66528 -1.1 -1.9 0.8
H 3.11690 -1.14713 2.23033 -1.6 -0.1 -1.9
H 2.74624 -1.81016 0.53194 -1.0 2.1 1.0
H -1.26346 -1.65306 1.37553 1.7 1.4 -1.0
H -0.16447 -0.88139 -0.06662 -0.8 -0.1 2.2
H -2.62333 -0.12365 0.06105 0.8 2.1 1.0
H -1.55309 1.38717 -0.44003 -1.0 -0.9 1.6
H -4.26420 3.55738 0.56437 2.1 -1.6 -0.6
H -3.47582 2.69411 -0.92260 0.5 0.3 2.2
H -1.96857 4.71498 -0.64505 -0.3 -1.2 2.2
H -1.01657 3.46522 0.42944 -2.1 1.3 0.1
H -2.64035 4.50163 2.26582 1.0 1.0 -2.0
H 1.78249 -3.85776 0.60113 -1.7 -0.7 1.7
H 1.02668 -5.21982 1.78285 0.1 2.6 -0.7
H -0.11830 -4.07287 0.81769 2.2 0.0 1.0
H -0.67720 -4.29714 4.16550 0.1 2.5 -0.8
H -0.97404 -2.42331 4.59034 0.4 -1.5 -1.7
H -1.63268 -3.24426 2.92809 1.7 0.3 1.9
H 1.49872 -0.23020 3.64731 -1.2 0.8 0.0
H 1.93919 2.62166 3.69811 0.9 -0.4 -1.6
H 4.54361 3.05758 2.76088 -2.3 0.1 -1.3
H 3.71950 2.83342 1.01697 -0.6 0.2 2.5
```
Forces are in eV/Å.

SMILES: COCCCCCCCN1C[C@@](COCOCCO)(P(C)C)N/C1=[NH+]/CC(=O)F
Electronic energy (Ha): -1727.7402
HOMO energy (eV): -11.67
Total charge: +1

These are the Löwdin partial charges, in e, on atoms 1 to 8:
1. C -0.11
2. O -0.25
3. C -0.23
4. C -0.15
5. C -0.20
6. C -0.20
7. C -0.20
8. C -0.18

***

[4]
The following is a DFT calculation (the ωB97M-V functional and the def2-TZVPD basis) of a cluster of 2 separate species, C4H14N3O in total in a non-equilibrium geometry.

XYZ file:
```
22
Properties=species:S:1:pos:R:3:forces:R:3
C -1.32138 -0.62592 -0.84372 0.9 -1.2 -1.5
C 0.08414 -1.06161 -0.34857 0.0 -0.5 0.6
C 0.89962 0.15491 -0.03834 -1.0 0.8 -0.4
C 1.51079 0.74493 -1.07920 0.5 -0.8 0.3
N 2.17563 2.07035 -1.02442 -0.4 -0.8 0.3
N 0.61600 0.76831 1.15473 0.7 -0.7 0.4
N -2.32329 -1.60459 -0.44322 -1.1 0.7 0.6
H -1.24346 -0.64171 -1.93652 -0.1 0.4 0.0
H -1.52076 0.39748 -0.54563 -0.3 0.0 0.3
H 0.61920 -1.75787 -0.99521 -0.2 0.4 -0.6
H -0.07416 -1.70043 0.51550 0.0 0.3 0.5
H 1.63896 0.23204 -2.01760 0.1 0.2 -0.1
H 2.91202 2.01196 -1.72428 0.2 0.7 0.1
H 1.48785 2.77245 -1.23641 -0.3 0.7 -0.7
H 2.53776 2.36291 -0.11530 0.4 -0.4 0.0
H 1.33998 1.37225 1.51976 -0.2 0.1 0.1
H 0.25841 0.09978 1.86615 0.0 0.6 -0.4
H -2.70643 -2.15490 -1.20321 0.6 -0.1 -0.2
H -3.15456 -1.10651 -0.13312 0.1 -0.1 0.2
H -1.05865 -0.47714 3.63489 -0.9 -0.1 -0.1
H -1.73009 -0.99186 2.22807 -0.6 0.1 0.5
O -0.94757 -0.86481 2.76566 1.3 -0.3 -0.3
```
Forces are in eV/Å.

Electronic energy (Ha): -400.0430
HOMO energy (eV): -12.65
Energy relative to the best compared isomer or geometry (same formula, charge and spin) (kJ/mol): 235.21
Total charge: +1

These are the Löwdin partial charges, in e, on atoms 1 to 8:
1. C -0.26
2. C -0.14
3. C -0.35
4. C -0.08
5. N 0.20
6. N 0.13
7. N 0.00
8. H 0.11

***

[5]
The following is a DFT calculation (the ωB97M-V functional and the def2-TZVPD basis) of the molecule C16H15BrF2N2OS.

XYZ file:
```
38
Properties=species:S:1:pos:R:3:forces:R:3
O 1.11593 2.67997 2.11546 0.2 0.4 0.2
C 0.32767 2.00881 1.49659 -0.4 -0.3 -0.3
C -1.11717 2.41408 1.25945 0.1 0.2 0.1
C -1.21471 3.27579 0.00322 0.0 -0.3 -0.4
S -0.76499 2.36904 -1.51184 -0.3 0.1 -0.1
C -2.30145 1.41072 -1.79951 0.3 0.4 0.0
C -2.00106 0.09351 -2.50747 0.0 0.2 0.1
C -1.76014 -1.06328 -1.57986 -0.1 -0.3 -0.2
C -2.02550 -2.36314 -2.00802 0.1 0.0 0.1
C -1.80276 -3.41821 -1.14415 0.0 0.1 0.1
C -1.32911 -3.14932 0.13233 0.0 0.0 -0.1
C -1.08603 -1.83103 0.46672 0.0 -0.2 0.2
N -1.28998 -0.81664 -0.36340 -0.2 0.2 -0.1
N 0.64470 0.82295 0.88855 -0.2 -0.2 0.1
C 1.87481 0.19596 1.02629 0.5 0.0 0.1
C 2.49110 0.07435 2.27961 0.0 -0.2 -0.2
F 1.82919 0.47085 3.37453 0.1 -0.1 -0.1
C 3.73286 -0.50618 2.44946 0.1 0.0 -0.1
C 4.37368 -1.01665 1.33531 -0.4 0.1 -0.1
F 5.57983 -1.59080 1.47682 0.0 0.0 0.0
C 3.79106 -0.97852 0.08258 0.2 -0.1 0.1
C 2.55659 -0.36902 -0.05509 -0.1 0.1 0.2
Br 1.76979 -0.33515 -1.77688 0.2 0.0 0.0
H -1.44518 3.00682 2.11524 0.0 -0.1 0.0
H -1.74777 1.52852 1.16988 0.0 0.0 0.0
H -0.51035 4.10518 0.06090 -0.1 0.1 0.0
H -2.22194 3.67030 -0.13067 0.0 0.1 0.1
H -2.95364 2.03238 -2.41346 -0.1 -0.1 0.1
H -2.77134 1.23182 -0.83441 -0.1 0.0 0.0
H -1.11120 0.22055 -3.13212 -0.1 0.0 -0.1
H -2.83059 -0.16259 -3.17000 0.1 0.0 0.0
H -2.39825 -2.53467 -3.00588 -0.1 0.0 -0.1
H -1.99875 -4.43365 -1.45545 0.0 -0.1 0.0
H -1.14945 -3.93992 0.84312 0.0 -0.1 0.1
H -0.70980 -1.56394 1.44671 0.1 0.0 0.1
H -0.01909 0.43722 0.20363 0.1 0.2 0.3
H 4.17532 -0.57064 3.42963 0.0 0.0 0.1
H 4.29772 -1.40547 -0.76780 0.0 0.0 0.0
```
Forces are in eV/Å.

SMILES: O=C(CCSCCc1ccccn1)Nc1c(F)cc(F)cc1Br
Electronic energy (Ha): -3975.4152
HOMO energy (eV): -8.38

These are the Löwdin partial charges, in e, on atoms 1 to 8:
1. O 0.09
2. C -0.49
3. C -0.16
4. C -0.45
5. S 0.86
6. C -0.45
7. C -0.21
8. C -0.31

***

[6]
The following is a DFT calculation (the ωB97M-V functional and the def2-TZVPD basis) of a structure of composition C14H17FeN4O3 in a non-equilibrium geometry.

XYZ file:
```
39
Properties=species:S:1:pos:R:3:forces:R:3
O 1.33903 -2.33039 1.25204 -0.1 2.2 -1.5
C 1.28414 -1.29937 0.71404 0.4 -5.3 2.7
Fe 1.00824 0.35971 0.25417 -3.7 3.2 0.2
C 2.06336 1.01938 1.59883 3.3 0.4 5.5
O 2.66946 1.01128 2.59236 -1.9 0.4 -3.4
C 2.16355 0.26957 -1.06344 7.2 -2.7 -3.8
O 3.22178 -0.12701 -1.39415 -4.1 2.0 0.6
C -2.00851 -0.06699 2.63405 2.7 -0.7 0.0
C -2.04367 -0.94477 1.38158 -0.2 -0.6 0.4
C -1.05731 -0.64651 0.25187 -1.8 -0.7 -0.4
C -1.00435 0.73731 -0.10625 -0.3 0.0 0.8
C -0.89794 1.62361 1.03204 -0.7 0.0 -1.1
C -1.27740 1.22128 2.32790 -0.5 0.0 0.6
H -1.40413 -0.55724 3.47938 -1.3 0.7 -1.3
H -1.94958 -1.97266 1.73764 -0.2 -0.2 -0.3
H -3.05005 -0.80778 0.95174 0.2 -0.3 -0.1
H -1.02903 -1.45807 -0.50398 -0.3 0.8 0.3
H -1.14247 1.07592 -1.14394 0.7 0.0 0.5
H -0.46167 2.61884 0.84897 -0.5 -0.3 0.3
H -0.85281 1.79542 3.15875 -0.4 -0.2 -0.2
N -0.68240 -1.60002 7.18016 -1.0 0.8 -0.9
N -1.36986 -1.10605 6.43232 1.3 -1.1 1.3
N -2.03608 -0.69282 5.48148 -0.3 0.5 0.3
C -3.05197 0.33419 5.80095 -0.3 0.0 0.5
C -3.65701 0.79180 4.47428 0.3 1.1 0.0
C -5.11406 1.25730 4.56173 0.0 -0.1 0.4
C -5.76372 0.80938 3.24474 0.2 0.6 -0.2
C -4.95090 -0.39762 2.77823 -0.4 -0.2 0.1
N -3.56735 -0.26079 3.42488 0.0 -0.5 0.1
H -3.84316 -0.10625 6.44852 0.4 0.2 -0.3
H -2.64457 1.22886 6.32790 -0.1 -0.7 -0.3
H -3.04084 1.60800 4.08430 -0.1 0.0 0.1
H -5.59079 0.77582 5.42960 0.0 0.1 -0.3
H -5.17127 2.34916 4.71354 0.0 -0.5 -0.1
H -6.83116 0.59460 3.39674 0.4 -0.1 -0.3
H -5.66591 1.60259 2.49589 -0.2 0.0 0.2
H -5.45472 -1.30761 3.15424 0.7 0.2 0.0
H -4.89120 -0.51608 1.69560 0.2 0.2 0.2
H -3.44265 -1.15531 3.93709 0.5 0.6 -0.6
```
Forces are in eV/Å.

Electronic energy (Ha): -2251.6126
HOMO energy (spin up / spin down) (eV): -8.96 / -11.58
<S²>: 6.091
Total charge: +1
2S+1: 5

These are the Löwdin partial charges, in e, on atoms 1 to 8:
1. O 0.15
2. C -0.18
3. Fe 0.33
4. C -0.05
5. O 0.17
6. C -0.09
7. O 0.15
8. C -0.14

***

[7]
The following is a DFT calculation (the ωB97M-V functional and the def2-TZVPD basis) of a cluster of 2 separate species, C4H7FO in total in a non-equilibrium geometry.

XYZ file:
```
13
Properties=species:S:1:pos:R:3:forces:R:3
C -1.48195 1.27612 -0.04995 0.6 0.9 -0.7
C -0.57719 0.45696 0.45695 0.8 0.0 -0.4
C 1.32905 -1.13910 0.28289 0.8 -1.6 2.1
C 0.66205 0.03764 -0.30501 0.1 2.4 2.4
O 0.72871 0.25902 -1.60538 -0.7 1.9 0.2
F 1.59366 1.40597 0.43194 -0.9 -2.0 -1.2
H -2.36512 1.51998 0.46329 -0.9 0.3 0.9
H -1.34674 1.96786 -0.91499 0.0 -1.3 0.1
H -0.55786 0.14404 1.51098 -0.5 -0.2 -0.7
H 0.74068 -2.12537 0.26829 0.4 1.6 -0.3
H 2.30371 -1.35245 -0.18586 -0.4 0.3 0.2
H 1.48130 -0.90702 1.43017 -0.2 -0.4 -2.4
H 0.29798 1.17992 -1.69881 0.9 -1.9 -0.3
```
Forces are in eV/Å.

Electronic energy (Ha): -331.6422
HOMO energy (eV): -10.12
Energy relative to the best compared isomer or geometry (same formula, charge and spin) (kJ/mol): 176.24

These are the Löwdin partial charges, in e, on atoms 1 to 8:
1. C 0.04
2. C -0.11
3. C -0.03
4. C -0.46
5. O 0.09
6. F -0.27
7. H 0.04
8. H 0.09

***

[8]
The following is a DFT calculation (the ωB97M-V functional and the def2-TZVPD basis) of the molecule C7H7N in a non-equilibrium geometry.

XYZ file:
```
15
Properties=species:S:1:pos:R:3:forces:R:3
C 2.97939 -0.35093 -0.38941 -7.0 -0.3 2.1
C 1.79482 -0.40672 -0.00074 5.2 1.3 -1.9
C 0.55167 -0.51986 0.64787 0.9 -5.5 2.2
C -0.72364 -0.78142 -0.26250 -0.9 0.3 -3.5
N -1.99285 -1.68692 -0.59791 2.4 -2.6 4.1
C -0.69289 0.23995 0.75591 -0.3 1.7 3.5
C -0.68962 1.61060 0.35083 -0.4 8.1 -5.7
C -0.68641 2.68871 -0.40576 0.0 -5.4 2.4
H 3.97038 -0.35888 -0.56463 2.6 0.0 -0.8
H 0.81299 -1.23709 1.58059 -1.1 1.7 -1.9
H -0.24921 -0.38146 -1.34902 -2.0 -1.0 3.0
H -1.36812 -2.60280 -0.55598 -2.3 1.5 -0.6
H -2.74813 -1.91744 0.32613 3.3 1.3 -3.0
H -0.99018 -0.03156 1.88737 -0.3 0.8 -2.9
H -0.67776 3.45568 -1.31636 0.0 -2.0 3.0
```
Forces are in eV/Å.

SMILES: C#C[C@@H]1[C@@H](N)[C@@H]1C#C
Electronic energy (Ha): -325.3586
HOMO energy (eV): -8.94
Energy relative to the best compared isomer or geometry (same formula, charge and spin) (kJ/mol): 787.88

These are the Löwdin partial charges, in e, on atoms 1 to 8:
1. C 0.15
2. C -0.13
3. C -0.27
4. C -0.26
5. N -0.03
6. C -0.36
7. C -0.09
8. C 0.10